{"formula": "C17H21MnN4S2Si", "method": "ωB97M-V/def2-TZVPD", "charge": 1, "multiplicity": 2, "lumo_energy_ev": [-3.256, -3.233], "energy_ev": -84794.6512, "symbols": ["Mn", "C", "Si", "C", "C", "C", "C", "C", "C", "N", "C", "S", "H", "H", "H", "H", "H", "H", "H", "H", "H", "H", "H", "H", "C", "N", "C", "C", "N", "C", "S", "C", "C", "C", "C", "C", "N", "H", "H", "H", "H", "H", "H", "H", "H", "H"], "xyz": [[0.318119, -0.901736, 0.405346], [-4.930151, 0.588985, -0.983410], [-3.889553, 2.135396, -0.950245], [-3.146537, 2.509247, -2.621191], [-4.909648, 3.587314, -0.366295], [-2.481534, 1.909704, 0.310405], [-2.342759, 2.747210, 1.413125], [-1.317327, 2.588826, 2.345166], [-0.419719, 1.565475, 2.156444], [-0.523994, 0.748739, 1.101960], [-1.516256, 0.901615, 0.202089], [-1.359961, -0.325864, -1.056146], [-5.755411, 0.708989, -1.689023], [-5.359621, 0.384768, -0.000536], [-4.348923, -0.281429, -1.288867], [-3.939525, 2.672267, -3.354617], [-2.523564, 1.687991, -2.976912], [-2.536384, 3.414327, -2.585400], [-5.733500, 3.752833, -1.064009], [-4.329344, 4.511611, -0.325659], [-5.349540, 3.413122, 0.617971], [-3.053957, 3.551763, 1.558706], [-1.224704, 3.244987, 3.198036], [0.399944, 1.374956, 2.837470], [2.500665, -4.673259, 2.925950], [2.949522, -4.004337, 1.710134], [3.816443, -4.529255, 0.768881], [3.960528, -3.613144, -0.200711], [3.173142, -2.517611, 0.153092], [2.546250, -2.780511, 1.336416], [1.470461, -1.799715, 2.217087], [3.181677, -1.291056, -0.564088], [4.369453, -0.869638, -1.136415], [4.362355, 0.286686, -1.896515], [3.174819, 0.982110, -2.050311], [2.043580, 0.505382, -1.421411], [2.037112, -0.616499, -0.680858], [2.931765, -5.669541, 2.944998], [1.414814, -4.737971, 2.927182], [2.826494, -4.114414, 3.800154], [4.236000, -5.513946, 0.869072], [4.514294, -3.641789, -1.120578], [5.278984, -1.427875, -0.971116], [5.276088, 0.640801, -2.353873], [3.119863, 1.886238, -2.638358], [1.089539, 1.008249, -1.503140]], "forces_ev_per_a": [[0.1145, -0.1339, -0.0235], [-0.0058, -0.0060, 0.0003], [0.0088, -0.0004, 0.0097], [0.0008, 0.0033, -0.0051], [-0.0030, 0.0053, 0.0024], [-0.0042, -0.0202, -0.0078], [-0.0020, 0.0059, 0.0007], [-0.0119, 0.0009, 0.0044], [0.0192, -0.0247, -0.0021], [0.0790, 0.0517, -0.0344], [-0.0133, -0.0215, -0.0075], [-0.0259, 0.0546, -0.0477], [0.0007, -0.0001, 0.0012], [0.0007, 0.0002, -0.0003], [-0.0022, 0.0011, 0.0000], [0.0024, -0.0010, 0.0000], [0.0008, -0.0019, -0.0008], [-0.0002, -0.0015, 0.0006], [0.0012, 0.0003, 0.0011], [-0.0021, -0.0001, -0.0006], [0.0005, 0.0007, -0.0009], [0.0026, -0.0010, 0.0004], [-0.0003, -0.0013, 0.0001], [0.0040, 0.0040, -0.0056], [-0.0025, -0.0068, 0.0032], [-0.0264, -0.0060, 0.0084], [0.0147, -0.0013, 0.0040], [0.0039, 0.0179, 0.0051], [-0.0158, 0.0168, 0.0105], [0.0366, 0.0197, -0.0138], [-0.0082, 0.0150, -0.0183], [-0.0301, -0.0337, -0.0120], [-0.0115, 0.0034, -0.0161], [0.0002, -0.0044, 0.0082], [0.0027, -0.0107, -0.0102], [-0.0008, 0.0098, -0.0116], [-0.1400, 0.0699, 0.1548], [-0.0008, -0.0003, -0.0030], [0.0003, 0.0027, -0.0013], [0.0037, 0.0014, -0.0009], [-0.0012, 0.0010, -0.0020], [-0.0005, -0.0102, 0.0006], [0.0038, 0.0058, -0.0034], [0.0005, -0.0036, 0.0019], [-0.0034, -0.0021, 0.0004], [0.0102, 0.0015, 0.0109]]}

---

{"formula": "C3H6N2O", "method": "ωB97M-V/def2-TZVPD", "smiles": "NC(=O)[C@H]1CN1", "lumo_energy_ev": 0.912, "energy_ev": -8235.2999, "symbols": ["N", "C", "O", "C", "C", "N", "H", "H", "H", "H", "H", "H"], "xyz": [[1.753407, 0.219479, -0.514375], [0.974421, 0.626532, 0.526030], [1.420343, 1.195891, 1.506592], [-0.507330, 0.354764, 0.414053], [-1.192225, -0.422412, -0.648848], [-0.925076, -1.028357, 0.642576], [2.751662, 0.288334, -0.395159], [1.402873, -0.331578, -1.279647], [-1.082174, 1.140354, 0.899549], [-0.635717, -0.866074, -1.472730], [-2.207382, -0.126228, -0.909178], [-1.752804, -1.050702, 1.231134]], "forces_ev_per_a": [[0.0984, 0.0032, 0.1020], [-0.0018, 0.0004, 0.0163], [-0.1281, -0.1725, -0.4022], [0.0018, 0.2453, 0.0660], [-0.0034, 0.0632, -0.3100], [-0.1105, -0.1384, 0.2839], [-0.0846, -0.0121, -0.0071], [-0.0299, 0.0970, 0.1986], [0.0734, -0.1316, -0.0482], [-0.0926, 0.1223, 0.1081], [0.1825, -0.0414, 0.0876], [0.0949, -0.0354, -0.0950]]}

---

{"formula": "C31H32N6O5Rb", "method": "ωB97M-V/def2-TZVPD", "charge": -1, "lumo_energy_ev": 1.765, "energy_ev": -52502.2036, "symbols": ["Rb", "C", "C", "C", "C", "C", "N", "C", "C", "C", "N", "C", "C", "C", "C", "C", "C", "C", "C", "N", "C", "C", "C", "N", "C", "C", "C", "C", "O", "C", "O", "H", "H", "H", "H", "H", "H", "H", "H", "H", "H", "H", "H", "H", "H", "H", "H", "H", "H", "H", "H", "H", "H", "H", "H", "H", "H", "H", "H", "O", "C", "O", "C", "C", "C", "C", "C", "N", "H", "H", "H", "H", "O", "C", "N"], "xyz": [[0.316092, 0.379263, -0.355857], [5.829176, 0.377748, 4.087930], [4.429482, -0.021310, 3.746659], [3.997873, -1.295036, 3.740020], [2.648802, -1.625325, 3.351262], [2.106788, -2.871774, 3.255189], [2.733420, -4.073646, 3.231960], [4.042779, -4.287605, 2.604802], [4.274327, -3.529095, 1.299889], [3.413671, -3.935944, 0.113750], [2.012444, -3.543180, 0.211494], [1.094566, -4.381751, 0.613072], [-0.268807, -4.171849, 0.832248], [-0.983690, -5.174143, 1.556832], [-2.276918, -5.007238, 1.928981], [-3.041534, -6.019495, 2.728174], [-2.917344, -3.787585, 1.533527], [-2.319919, -2.812413, 0.803591], [-3.118469, -1.615505, 0.382347], [-3.154903, -0.482113, 0.937437], [-2.250390, -0.234753, 2.053918], [-1.948600, 1.260353, 2.177628], [-0.769699, 1.573778, 3.125215], [0.266645, 2.314712, 2.416827], [1.486157, 1.984179, 2.411029], [2.224560, 0.824574, 3.001044], [3.516520, 1.023424, 3.336542], [1.753370, -0.564243, 2.873774], [0.721564, -0.830864, 2.262015], [-0.930437, -2.968643, 0.373943], [-0.363492, -2.131125, -0.348199], [6.421169, -0.482632, 4.401531], [5.856159, 1.118586, 4.889743], [6.309517, 0.827935, 3.216712], [4.676393, -2.080820, 4.047899], [1.029509, -2.920304, 3.125911], [2.103066, -4.851734, 3.146219], [4.114146, -5.366388, 2.436500], [4.841816, -4.047518, 3.310179], [5.316227, -3.720109, 1.018410], [4.193727, -2.451437, 1.432757], [3.435495, -5.021253, -0.036871], [3.815413, -3.469546, -0.784357], [1.814431, -2.551994, 0.036281], [1.473476, -5.378357, 0.843762], [-0.456158, -6.086551, 1.826868], [-2.490485, -6.959151, 2.794875], [-4.010709, -6.239560, 2.273959], [-3.238736, -5.678212, 3.747398], [-3.954233, -3.640109, 1.826746], [-3.775362, -1.763090, -0.476091], [-1.316618, -0.785802, 1.960222], [-2.732281, -0.596039, 2.971370], [-2.858472, 1.772757, 2.500354], [-1.737237, 1.687227, 1.193565], [-0.400422, 0.663815, 3.603749], [-1.107943, 2.246644, 3.919245], [2.153200, 2.644970, 1.852220], [3.924445, 2.025509, 3.249112], [-1.094760, 3.792244, -3.103610], [-0.629523, 2.739710, -2.645720], [-0.993345, 2.069285, -1.656220], [0.611380, 2.196147, -3.410040], [1.159422, 2.966753, -4.435827], [2.275009, 2.509747, -5.106807], [2.828571, 1.291958, -4.735928], [2.226808, 0.598241, -3.700563], [1.147963, 1.027674, -3.051803], [0.680527, 3.906991, -4.667360], [2.717360, 3.094889, -5.905170], [3.707859, 0.890735, -5.221330], [2.638156, -0.344786, -3.353360], [4.551615, 0.963101, 0.484550], [3.785794, 0.058490, 0.249671], [3.021394, -0.820446, 0.036404]], "forces_ev_per_a": [[0.4815, -0.0526, 0.4037], [0.1684, -0.0380, 0.0482], [-0.1958, 0.2298, -0.0977], [-0.0770, -0.1126, 0.0051], [0.0960, 0.0865, -0.0374], [0.0728, -0.1904, 0.0491], [-0.0189, 0.1781, 0.0017], [0.0292, -0.1071, 0.1439], [0.2968, -0.0578, 0.0343], [-0.1012, -0.0938, -0.1265], [0.0209, -0.0482, -0.0486], [-0.0753, 0.0148, -0.0156], [0.0620, -0.0320, 0.0355], [-0.0317, -0.0158, -0.0208], [0.0217, 0.1753, -0.0685], [-0.0423, -0.1891, 0.0225], [-0.0687, -0.0158, 0.0420], [0.0954, -0.1000, -0.0725], [0.0048, 0.0134, 0.0211], [0.0713, -0.0490, -0.0536], [0.0322, 0.1001, 0.1207], [-0.1187, 0.0520, 0.0122], [0.0101, 0.0934, 0.0540], [-0.0792, -0.0335, 0.0290], [-0.0111, -0.1924, 0.0670], [-0.0348, -0.1540, -0.1360], [0.1390, -0.0771, 0.0724], [0.0650, 0.3157, -0.1811], [-0.1884, -0.1539, 0.2385], [0.0006, 0.1539, -0.0045], [-0.1434, -0.5290, 0.1237], [0.0085, -0.0020, -0.0066], [-0.0347, 0.0056, 0.0308], [0.0001, -0.0077, -0.0368], [-0.0186, -0.0474, 0.0168], [-0.0200, 0.0175, 0.0083], [-0.0242, -0.0010, 0.0045], [0.0115, 0.0300, -0.0524], [-0.0364, 0.0394, -0.0308], [-0.0351, 0.0034, -0.0068], [-0.0849, 0.0101, -0.0035], [0.0459, 0.0266, 0.0390], [0.0010, 0.0596, 0.0297], [-0.0380, 0.0732, 0.0085], [-0.0109, 0.0072, 0.0162], [0.0080, -0.0089, 0.0174], [0.0026, 0.0163, 0.0196], [0.0094, 0.0126, -0.0166], [0.0152, 0.0492, 0.0036], [-0.0070, -0.0294, 0.0105], [-0.0303, -0.0105, -0.0159], [-0.0580, -0.0626, -0.0521], [-0.0061, 0.0538, 0.0056], [0.0469, 0.0023, 0.0528], [0.0412, -0.1063, -0.0008], [-0.0196, -0.0185, -0.0038], [-0.0106, -0.0177, -0.0351], [0.0103, 0.0785, 0.0413], [-0.0016, 0.0197, 0.0038], [-0.0720, 0.0901, -0.0652], [0.0853, 0.0309, -0.0850], [-0.4235, 0.4796, -0.3877], [0.0363, 0.1097, -0.0657], [-0.0703, 0.0110, -0.0167], [0.0634, -0.0004, -0.0500], [-0.0350, -0.0226, 0.0353], [0.0981, -0.0955, 0.0152], [-0.0966, 0.1465, -0.0371], [-0.0195, -0.0040, 0.0081], [-0.0017, 0.0015, -0.0019], [0.0223, 0.0069, -0.0179], [0.0177, -0.0086, -0.0160], [0.1635, 0.0943, 0.0689], [0.0790, 0.1360, -0.0067], [-0.0927, -0.3393, -0.0868]]}